Entry from OMol25: a molecular structure, C31H35AuO5 in a non-equilibrium geometry (ωB97M-V/def2-TZVPD).

Atoms and positions in Å:
H  3.557  1.260  0.556
H  6.886  2.208  -0.559
H  6.440  2.243  -4.289
H  -0.262  2.722  -0.343
C  -1.175  2.174  -0.516
H  -4.491  1.656  -0.359
H  3.566  -2.436  -0.412
O  0.360  -0.714  -0.090
C  6.699  1.570  0.314
H  4.377  -1.499  -2.529
H  1.901  -3.907  0.129
C  -7.029  1.143  1.841
C  -3.717  -0.462  1.258
C  -0.580  -0.315  2.487
C  -8.274  -1.346  2.328
H  7.487  1.723  1.054
C  4.532  0.047  -1.005
C  -8.987  -0.128  2.333
H  -1.161  -2.437  2.310
C  -2.949  -0.949  2.420
C  1.523  -3.842  -0.903
H  -8.753  -2.308  2.435
C  3.697  -0.903  -1.917
H  0.570  -1.075  -2.509
C  1.788  -2.525  -1.485
C  -1.398  0.876  2.685
H  -3.277  0.164  -2.242
H  1.465  0.562  -1.319
C  -8.361  1.113  2.239
C  -1.396  1.238  -1.607
C  -6.299  -0.103  1.797
H  -0.721  1.044  -2.418
H  1.679  -2.007  -3.545
Au  -1.646  -0.071  0.280
H  0.481  -0.367  2.725
H  -8.847  2.048  2.436
C  4.649  1.366  -1.779
C  3.793  0.209  0.362
H  -0.980  1.856  2.875
H  2.270  -1.184  1.133
C  2.895  -1.728  -0.918
O  6.177  -1.669  -1.105
H  4.693  2.632  -4.099
H  1.320  1.188  0.366
C  5.933  -0.573  -0.739
C  1.038  -2.063  -2.651
C  2.550  -0.640  0.213
C  -1.476  -1.400  2.247
H  -10.078  -0.146  2.454
H  -2.551  2.953  1.063
C  1.355  0.225  -0.242
H  5.712  1.783  0.756
C  -4.982  -0.138  1.162
H  -6.490  2.070  1.553
H  0.446  -4.076  -0.911
H  -3.587  -1.753  2.807
H  -6.230  -2.221  2.367
C  5.647  2.472  -3.576
H  5.902  3.363  -2.987
C  -2.438  2.338  0.183
O  3.972  2.343  -1.576
O  5.580  1.318  -2.734
H  2.031  -4.622  -1.497
C  -2.717  0.505  2.859
C  -2.805  0.820  -1.534
C  -3.429  1.606  -0.520
O  6.853  0.180  -0.096
H  -3.508  1.231  3.020
H  4.401  -0.228  1.171
H  0.231  -2.778  -2.872
H  3.032  -0.292  -2.549
C  -6.893  -1.347  2.216

Cartesian forces, eV/Å:
0.0 -0.2 0.1
-0.1 -0.1 0.3
-0.1 0.1 0.0
0.1 -0.1 0.2
-1.3 -0.1 -1.3
0.1 -0.4 0.3
0.2 0.1 -0.2
1.0 0.5 -0.6
-0.3 -0.7 -0.5
-0.2 0.1 -0.1
-0.2 -0.1 -0.2
0.2 -0.7 0.5
-3.2 0.0 -1.8
-2.2 -1.8 0.5
0.6 0.4 0.2
-0.2 0.0 -0.1
1.0 0.7 -0.2
-1.4 -0.7 0.5
-0.1 0.1 -0.4
1.6 0.4 1.0
-0.3 -0.5 0.3
-0.5 0.0 0.2
0.3 0.4 0.4
0.1 -0.3 0.1
0.4 0.7 0.4
-1.1 -1.0 2.1
-0.2 -0.1 -0.1
0.1 0.1 0.6
1.7 -0.3 -0.7
-1.4 1.7 0.7
2.5 0.4 -1.4
0.3 -0.4 0.0
0.0 0.0 -0.2
-0.5 -2.9 -0.6
-0.2 -0.1 -0.7
-0.6 0.2 -0.2
-0.6 0.0 1.3
0.6 -0.9 -0.3
-0.2 0.0 -0.3
0.0 0.5 -0.3
0.0 0.7 1.0
1.2 -1.5 0.1
0.3 0.0 0.2
-0.3 -0.8 -0.2
-1.9 2.1 -0.6
-0.6 0.0 -0.7
-0.1 0.2 -1.0
0.9 1.6 1.0
0.4 -0.1 0.1
-0.2 0.0 0.0
-0.1 -1.9 0.3
0.4 -0.2 -0.3
0.7 -1.1 1.5
-0.5 -0.7 0.4
0.3 0.0 0.1
0.3 0.5 1.2
-0.7 0.5 -0.4
0.0 0.0 0.0
-0.1 -0.2 -0.2
0.2 0.9 -2.1
0.2 -0.1 -0.2
0.3 -0.1 -0.6
0.0 -0.2 0.1
1.0 0.7 1.6
1.1 1.9 -0.6
0.5 1.3 -0.6
0.5 0.2 0.6
0.0 -0.4 -0.1
0.2 0.5 -0.2
0.1 0.3 -0.1
0.2 -0.3 0.2
-0.1 0.9 -0.4

Summary:
charge = -2
spin multiplicity = 3
gap between HOMO and LUMO (spin up / spin down) = 2.66 / 3.28 eV
maximum force = 3.7 eV/Å
expectation value of S² = 2.036
E_tot = -46632.004 eV

***

Entry from OMol25: a molecular structure, C31H35BClF4INO3S5SbV in a non-equilibrium geometry (ωB97M-V/def2-TZVPD).

Atoms and positions in Å:
C  0.997  -4.486  3.371
S  1.822  0.600  -3.278
C  0.254  -0.691  4.032
C  -3.028  3.340  1.139
S  0.323  0.298  -7.310
F  4.917  2.357  0.375
C  -0.650  1.562  -6.639
H  -4.236  -1.790  -1.624
C  -2.468  -1.338  -3.702
C  2.198  -3.802  3.390
O  0.587  -0.864  0.571
H  -4.671  0.252  -3.150
C  -1.095  4.045  -0.110
Cl  0.333  -5.068  4.866
H  0.326  -0.503  5.098
C  -3.224  1.083  1.962
C  0.881  -4.276  1.007
H  2.700  -3.621  4.330
H  2.992  -1.197  0.011
H  3.876  -1.520  2.256
S  -0.333  1.875  -4.959
H  0.530  3.409  3.459
H  1.051  -3.016  -5.362
F  4.058  0.789  1.768
C  4.058  -2.596  2.229
C  0.130  2.461  3.810
C  -2.744  -0.461  -2.477
H  -1.732  -2.097  -3.447
S  2.542  -1.226  -6.007
H  -3.319  1.305  -3.604
H  -4.521  4.853  1.410
H  0.200  2.410  4.893
C  -3.724  0.674  -2.815
C  -3.299  -1.319  -1.325
V  0.522  1.020  -0.083
C  -1.752  3.007  0.582
H  -3.476  -0.696  -0.448
S  -1.797  2.372  -7.503
H  -1.614  -0.244  1.511
C  1.281  -0.017  -5.871
H  -3.901  1.291  -1.935
O  0.080  -2.112  -1.190
C  2.396  -1.894  -0.590
H  -3.391  -1.821  -4.021
C  2.094  -3.595  1.004
C  -1.611  5.310  -0.253
H  3.613  0.331  4.317
C  -3.744  2.346  1.829
C  -1.979  0.770  1.414
H  1.606  -2.047  -3.957
F  3.030  1.174  -0.206
C  1.033  0.711  -4.740
H  -1.064  6.064  -0.796
H  -2.570  -2.084  -1.063
C  1.895  -2.518  -4.891
C  -1.513  0.129  -1.984
C  -3.549  4.643  0.983
C  -1.206  1.695  0.728
Sb  1.303  0.849  2.905
H  -4.715  2.590  2.238
F  2.935  2.735  1.439
H  -0.789  -0.709  3.743
N  -0.662  0.647  -1.389
O  2.655  -3.248  -0.202
H  0.691  -1.658  3.809
C  2.761  -3.338  2.209
C  0.886  -1.583  -0.432
H  0.374  -4.435  0.067
B  3.770  1.778  0.823
H  2.368  0.891  5.446
H  -3.784  0.322  2.494
H  -2.084  -0.739  -4.525
C  -2.857  5.611  0.307
H  2.678  -1.818  -1.641
H  -3.268  6.605  0.201
I  0.814  3.621  -0.986
H  3.233  2.046  4.414
H  4.632  -2.815  1.331
C  2.816  1.049  4.469
C  0.321  -4.723  2.190
H  -0.909  2.373  3.504
H  2.704  -3.222  -4.723
H  4.640  -2.862  3.110
H  -0.623  -5.246  2.194

Cartesian forces, eV/Å:
0.1 0.0 -0.2
0.6 0.2 0.7
0.2 0.2 -0.3
0.3 0.0 -0.2
-0.2 0.5 0.7
0.7 0.3 -0.5
0.2 -0.3 0.2
0.0 0.0 -0.1
0.1 0.1 0.1
0.0 0.0 0.0
-0.2 1.0 0.7
-0.1 0.0 0.0
0.5 0.4 -0.3
-0.2 -0.1 0.3
0.0 0.1 0.2
-0.3 0.3 0.0
0.1 0.1 -0.1
0.0 0.0 0.0
-0.1 -0.1 -0.1
0.1 0.1 -0.1
0.6 -0.6 -0.4
0.0 0.1 0.0
-0.1 -0.1 0.1
0.4 -0.5 0.2
0.0 0.1 0.0
0.2 -0.3 -0.2
-0.6 -0.2 -0.3
0.1 -0.1 0.0
-0.1 -0.1 0.1
0.0 0.0 -0.1
-0.1 0.1 0.0
0.0 0.0 0.2
0.1 0.0 0.1
0.2 0.1 0.0
2.2 0.2 2.8
-0.4 0.0 0.2
0.0 0.0 0.0
-0.4 0.2 -0.3
0.1 -0.1 0.1
0.1 -0.2 -0.3
0.0 0.0 0.0
0.1 -0.3 0.0
-0.2 0.5 -0.2
-0.1 0.0 0.0
0.0 -0.3 0.2
0.5 -0.4 -0.1
0.2 -0.1 -0.1
-0.2 -0.3 0.2
0.0 -0.1 -0.1
0.0 0.0 0.2
-0.8 -0.2 -0.9
-0.5 0.1 -0.5
0.1 0.1 -0.1
0.0 -0.1 0.1
0.0 0.3 -0.4
0.7 0.6 0.7
0.0 0.2 -0.1
0.3 0.4 0.7
-0.5 0.5 1.2
-0.1 0.1 0.1
0.0 0.5 0.1
-0.2 0.0 -0.1
-2.1 -1.3 -3.5
-0.1 -0.3 0.2
0.0 -0.2 0.0
-0.1 -0.1 -0.2
0.3 -1.6 -1.3
0.0 0.0 -0.1
-0.2 0.1 1.0
-0.2 0.0 0.1
0.0 0.0 0.0
0.1 0.0 -0.1
-0.4 -0.2 0.2
0.0 0.0 0.1
0.0 0.1 0.0
-0.8 0.6 0.1
0.1 0.2 -0.1
0.1 0.1 0.0
-0.2 -0.1 -0.4
0.1 0.0 0.1
-0.1 0.0 -0.1
0.1 -0.1 0.1
0.1 0.0 0.0
-0.1 0.0 0.0

Summary:
charge = -2
spin multiplicity = 2
gap between HOMO and LUMO (spin up / spin down) = 5.77 / 4.84 eV
maximum force = 4.3 eV/Å
expectation value of S² = 0.937
E_tot = -158926.364 eV

***

Entry from OMol25: a molecular structure, C31H35CaN8O5S (ωB97M-V/def2-TZVPD).

Atoms and positions in Å:
H  7.890  -3.026  1.089
C  -3.647  4.995  -1.558
C  -1.237  -0.297  1.951
H  -6.842  2.012  -2.167
N  -3.046  1.500  -1.639
C  1.390  0.802  -2.991
H  -2.633  -1.200  4.316
O  1.467  -2.094  1.129
C  5.762  -3.130  1.259
H  -2.189  -2.657  -0.110
N  0.087  4.100  0.167
H  -1.129  -0.878  5.180
H  8.959  -5.747  0.416
C  -1.610  -1.750  0.055
N  -1.188  -0.075  3.275
C  6.997  -3.576  0.818
H  -2.230  4.382  1.466
C  2.982  -0.925  -2.605
H  2.895  -3.783  2.161
H  6.017  -6.314  -0.896
H  -0.458  1.224  4.722
C  -3.544  4.790  -0.188
H  -0.479  1.879  3.081
H  1.207  -0.119  0.143
S  -5.264  5.279  -2.301
O  -5.488  6.689  -2.118
O  -6.107  4.397  -1.499
H  0.117  -2.356  3.644
C  -1.545  -1.138  4.208
O  -1.027  0.656  1.137
H  0.142  4.307  1.158
N  3.331  -3.365  1.355
H  -3.493  1.169  0.361
N  3.160  -1.895  -0.409
C  2.398  -0.015  -3.465
H  8.375  -5.913  -1.237
H  0.878  4.537  -0.291
C  -2.505  4.971  -2.344
H  3.763  -1.589  -2.956
C  -1.262  4.722  -1.773
C  -3.552  1.761  -2.855
O  -5.082  4.832  -3.672
H  0.900  1.516  -3.642
C  4.707  -4.977  0.138
H  -2.610  5.137  -3.409
C  -5.790  1.815  -2.031
H  2.712  0.053  -4.497
H  -5.249  2.171  -4.081
C  1.555  -0.110  -0.879
H  -0.363  4.729  -2.384
Ca  -0.892  1.891  -0.641
H  -2.839  1.871  -3.663
H  -0.907  -3.467  1.810
H  -2.546  -3.116  2.378
H  5.681  -2.241  1.872
C  -0.970  -2.443  3.698
N  -1.535  -1.520  1.488
C  2.556  -0.992  -1.281
C  -1.025  1.272  3.795
C  -1.165  4.524  -0.397
H  -2.131  -0.936  -0.445
H  9.104  -4.396  -0.700
C  8.460  -5.222  -0.401
C  -3.905  1.383  -0.622
C  2.573  -2.430  0.727
C  4.613  -3.832  0.918
C  7.111  -4.728  0.041
C  -2.310  4.539  0.395
N  0.980  0.754  -1.720
C  -4.902  1.908  -3.094
H  4.017  -2.327  -0.722
C  -5.275  1.533  -0.767
H  -4.444  4.811  0.413
H  3.807  -5.519  -0.126
C  -1.526  -2.727  2.319
H  -1.219  -3.261  4.371
N  -6.683  1.319  1.387
C  5.949  -5.418  -0.292
H  -1.992  1.740  3.998
H  -0.615  -1.885  -0.373
C  -6.094  1.423  0.406

Cartesian forces, eV/Å:
0.0 0.0 0.0
0.1 0.0 0.0
0.0 0.0 0.0
0.0 -0.1 0.0
0.0 0.0 0.1
0.0 0.0 0.0
0.0 0.0 0.0
0.0 0.0 0.0
0.0 0.0 0.0
0.0 0.0 0.0
0.0 -0.1 0.0
0.0 0.0 0.0
0.0 0.0 0.0
0.0 0.0 0.0
0.0 0.0 0.0
0.0 0.0 0.0
0.0 0.0 0.0
0.0 0.0 0.0
0.0 0.0 0.0
0.0 0.0 0.0
0.0 0.0 0.0
-0.1 0.0 0.0
0.0 0.0 0.0
0.0 0.0 0.0
0.0 -0.1 0.1
0.0 0.0 0.0
-0.1 0.1 -0.1
0.0 0.0 0.0
0.0 0.0 0.0
-0.1 0.0 0.0
0.0 0.0 0.0
0.0 0.0 0.0
0.0 0.0 0.0
0.0 0.0 0.0
0.0 0.0 0.0
0.0 0.0 0.0
0.0 0.0 0.0
0.0 0.0 0.0
0.0 0.0 0.0
0.1 0.0 0.0
-0.1 -0.1 0.0
0.0 -0.1 0.0
0.0 0.0 0.0
0.0 0.0 0.0
0.0 0.0 0.0
0.1 0.2 0.1
0.0 0.0 0.0
0.0 0.0 0.0
0.0 0.0 0.1
0.0 0.0 0.0
0.0 0.3 0.0
0.0 0.0 0.0
0.0 0.0 0.0
0.0 0.0 0.0
0.0 0.0 0.0
0.0 0.0 0.0
0.0 0.0 0.0
0.0 0.0 0.0
0.0 0.0 0.0
0.0 0.0 0.0
0.0 0.0 0.0
0.0 0.0 0.0
0.0 0.0 0.0
-0.2 0.0 -0.1
0.0 0.0 0.0
0.0 0.0 0.0
0.0 0.0 0.0
0.1 0.0 0.1
0.0 0.0 -0.1
0.0 0.0 0.0
0.0 0.0 0.0
0.1 -0.1 -0.1
0.0 0.0 0.0
0.0 0.0 0.0
0.0 0.0 0.0
0.0 0.0 0.0
0.0 0.0 0.0
0.0 0.0 0.0
0.0 0.0 0.0
0.0 0.0 0.0
0.0 0.1 0.0

Summary:
charge = +1
spin multiplicity = 1
gap between HOMO and LUMO = 7.50 eV
maximum force = 0.3 eV/Å
E_tot = -84147.083 eV

***

Among the records above, which one has the lowest E_tot? C31H35BClF4INO3S5SbV

***

The highest E_tot belongs to which entry? C31H35AuO5

***

What is the E_tot in the third record? -84147.083 eV